[1]
Molecular formula: C6H16N
Method: DFT, ωB97M-V/def2-TZVPD

Energy above the lowest of the compared OMol25 structures with the same formula, charge and spin = 63.8 kJ/mol
E_HOMO = -13.21 eV
Kohn-Sham gap = 0.366 Eh
Charge = +1

Each line ends with the natural charge from an NBO analysis.
Cartesian coordinates (Å):
C -0.1918 -1.4068 2.4946  -0.6399
C -0.1607 0.0407 2.0505  -0.2186
N 1.0542 0.2873 1.1987  -0.6784
H -1.1568 -1.6467 2.9299  0.2615
H -0.0545 -2.0705 1.6373  0.2215
H 0.5896 -1.6229 3.2215  0.2292
H -1.0228 0.2974 1.4420  0.2340
H -0.1099 0.7325 2.8896  0.2296
H 1.9007 -0.0154 1.6871  0.4360
H 1.1586 1.2681 0.9329  0.4473
H 0.9737 -0.2223 0.3116  0.4593
C 0.1366 0.9114 -1.7274  -0.2325
C -0.6295 -0.1672 -1.6065  -0.1934
C -2.1224 -0.1417 -1.4933  -0.6478
C 1.6260 0.8693 -1.9357  -0.6646
H -0.3324 1.8669 -1.9512  0.2165
H -0.1465 -1.1459 -1.6006  0.1920
H -2.5862 -0.7548 -2.2658  0.2418
H -2.4671 -0.5263 -0.5319  0.2127
H -2.4857 0.8790 -1.6158  0.2239
H 2.0363 -0.1172 -1.7003  0.2013
H 2.1582 1.6380 -1.3751  0.2103
H 1.8325 1.0473 -2.9924  0.2584

---

[2]
Molecular formula: C26H29N3O4S
Method: DFT, ωB97M-V/def2-TZVPD

Energy above the lowest of the compared OMol25 structures with the same formula, charge and spin = 205.0 kJ/mol
E_HOMO = -7.20 eV
Kohn-Sham gap = 0.286 Eh
SMILES string = COc1ccccc1N1CCN(C(=O)c2ccccc2N(C)S(=O)(=O)c2ccc(C)cc2)CC1
Charge = 0

Each line ends with the natural charge from an NBO analysis.
Cartesian coordinates (Å):
C -6.0652 -2.6334 -1.7553  -0.2475
H -6.8152 -2.0048 -2.2482  0.1735
O -5.0493 -1.8671 -1.1618  -0.5064
C -5.3705 -1.0382 -0.1142  0.2718
C -6.6670 -0.8600 0.3347  -0.2803
C -6.9430 -0.0582 1.4332  -0.2328
C -5.9061 0.5677 2.0897  -0.2382
C -4.6071 0.4165 1.6348  -0.2108
C -4.2961 -0.3690 0.5250  0.1156
N -2.9890 -0.5841 0.1049  -0.4306
C -2.6325 -0.4185 -1.2896  -0.2280
C -2.2973 1.0502 -1.5694  -0.2431
N -1.1966 1.4858 -0.7319  -0.4387
C -0.0088 1.7630 -1.3141  0.6798
O 0.1485 1.7209 -2.5237  -0.6276
C 1.0878 2.2979 -0.4451  -0.1394
C 0.8589 3.3636 0.4177  -0.1795
C 1.9038 3.9779 1.0859  -0.2214
C 3.2008 3.5388 0.8824  -0.1989
C 3.4509 2.4930 0.0132  -0.2555
C 2.4040 1.8684 -0.6608  0.2480
N 2.6341 0.8252 -1.5597  -0.6906
S 2.0248 -0.6850 -1.2017  2.3511
O 1.9200 -1.4465 -2.4056  -0.9225
O 0.8697 -0.5355 -0.3669  -0.9555
C 3.3463 -1.3598 -0.1973  -0.3720
C 3.4786 -0.9107 1.1029  -0.1322
C 4.5361 -1.3619 1.8720  -0.2230
C 5.4643 -2.2571 1.3474  0.0066
C 5.3110 -2.6947 0.0355  -0.2183
C 4.2562 -2.2456 -0.7401  -0.1746
H 4.1170 -2.5758 -1.7573  0.2411
H 6.0243 -3.3908 -0.3806  0.2159
C 6.5936 -2.7611 2.1914  -0.6309
H 6.2754 -3.6486 2.7389  0.2271
H 7.4477 -3.0342 1.5769  0.2193
H 6.9014 -2.0126 2.9172  0.2193
H 4.6451 -1.0168 2.8897  0.2140
H 2.7474 -0.2212 1.4955  0.2282
C 3.8278 0.7971 -2.3650  -0.4245
H 3.6471 0.0728 -3.1568  0.2411
H 3.9864 1.7799 -2.8060  0.2246
H 4.7203 0.4970 -1.8014  0.1843
H 4.4650 2.1616 -0.1505  0.2183
H 4.0228 4.0156 1.3957  0.2162
H 1.7077 4.8057 1.7504  0.2170
H -0.1471 3.7372 0.5395  0.2208
C -1.4307 1.2743 0.6770  -0.2335
H -2.2102 1.9746 1.0050  0.1888
C -1.8777 -0.1799 0.9312  -0.2263
H -1.0315 -0.8227 0.6720  0.2331
H -2.1183 -0.3234 1.9852  0.2061
H -0.5154 1.4580 1.2375  0.2252
H -3.1713 1.6766 -1.3492  0.1900
H -1.9954 1.1877 -2.6083  0.2508
H -1.7448 -1.0263 -1.4882  0.2099
H -3.4454 -0.7472 -1.9307  0.2342
H -3.8215 0.9301 2.1651  0.1980
H -6.0989 1.1873 2.9530  0.2093
H -7.9625 0.0592 1.7672  0.2108
H -7.4851 -1.3615 -0.1575  0.2152
H -5.5659 -3.2469 -2.5043  0.2002
H -6.5592 -3.2846 -1.0268  0.1773

---

[3]
Molecular formula: C6H8N2O
Method: DFT, ωB97M-V/def2-TZVPD

Energy above the lowest of the compared OMol25 structures with the same formula, charge and spin = 545.7 kJ/mol
E_HOMO (alpha / beta) = -7.72 / -8.01 eV
Kohn-Sham gap (alpha / beta) = 0.283 / 0.306 Eh
Charge = 0

Each line ends with the natural charge from an NBO analysis.
Cartesian coordinates (Å):
C 2.6250 -2.0533 0.3112  -0.3027
C 1.2831 -1.7171 0.6367  -0.4163
C 3.2357 -0.9202 -0.1510  -0.0999
C 1.1646 -0.3908 0.3699  0.2306
C -1.3140 1.1013 0.3149  0.6760
C -3.3119 0.9219 -0.9134  -0.2726
N -1.3399 1.9499 1.1903  -0.7505
N 2.3208 0.0978 -0.1199  -0.5861
O -1.9424 0.5340 -0.6532  -0.5039
H 3.0664 -3.0261 0.4197  0.2187
H 0.5302 -2.3744 1.0227  0.2230
H 4.2411 -0.7602 -0.4924  0.2066
H -3.9766 0.4421 -0.1884  0.1931
H -3.5384 0.5659 -1.9155  0.2097
H -3.4242 2.0094 -0.8570  0.1859
H -2.1058 2.5740 1.4368  0.3721
H 2.4864 1.0458 -0.4113  0.4164

---

[4]
Molecular formula: C5H8MgNdO5
Method: DFT, ωB97M-V/def2-TZVPD

Energy above the lowest of the compared OMol25 structures with the same formula, charge and spin = 7.0 kJ/mol
Spin multiplicity = 5
E_HOMO (alpha / beta) = -12.80 / -17.30 eV
Kohn-Sham gap (alpha / beta) = 0.160 / 0.325 Eh
Charge = +2

Each line ends with the Mulliken spin population.
Cartesian coordinates (Å):
C 3.5839 -0.5507 -0.2012  -0.0185
O 4.7474 -0.8254 -0.5769  -0.0008
O 3.1196 0.6102 -0.1390  -0.0126
Mg 6.1394 -2.0801 0.0161  1.0415
O 0.2508 -0.0878 1.8659  0.0011
C -0.7506 -0.9951 1.8764  -0.0030
C -1.5005 -1.0613 0.6068  0.0010
O -1.2657 -0.0955 -0.1602  0.0024
C -2.0037 0.4565 -1.2895  -0.0022
C -1.8565 1.9700 -1.0916  0.0016
O -0.5671 2.3069 -0.7419  -0.0062
Nd 0.8311 1.4864 0.5821  3.0073
H -1.5554 -0.8404 2.6386  -0.0002
H -0.4280 -2.0455 2.0754  -0.0003
H -2.3742 -1.7032 0.4333  -0.0002
H 2.8927 -1.4423 -0.0861  -0.0100
H -3.0315 0.0780 -1.2658  -0.0002
H -1.4576 0.1050 -2.1719  0.0001
H -2.5958 2.2812 -0.3256  -0.0003
H -2.1780 2.4330 -2.0450  -0.0004

---

[5]
Molecular formula: C8H11NO4S
Method: DFT, ωB97M-V/def2-TZVPD

Energy above the lowest of the compared OMol25 structures with the same formula, charge and spin = 116.6 kJ/mol
E_HOMO = -9.54 eV
Kohn-Sham gap = 0.369 Eh
SMILES string = CC(=O)CS/C(C)=N/C(=O)OC(C)=O
Charge = 0

Each line ends with the natural charge from an NBO analysis.
Cartesian coordinates (Å):
C 0.6468 -1.5162 -0.3274  0.2334
C -2.2170 0.2431 -0.1804  0.8040
C 2.5169 1.2929 0.6689  0.6056
C 2.0765 1.0099 -0.7764  -0.6128
C -0.9990 -1.0588 1.4281  0.8892
C 0.3476 -2.9048 -0.8704  -0.6737
C -3.5306 0.2385 -0.9628  -0.7081
C 1.8252 2.5488 1.3308  -0.7198
N 0.0517 -0.9623 0.6589  -0.5297
O -1.3252 1.0834 -0.3115  -0.6194
O 3.3477 0.6657 1.2792  -0.5324
O -2.2346 -0.7271 0.6969  -0.5272
O -1.0659 -1.4801 2.5308  -0.5336
S 2.0613 -0.8370 -1.1023  0.2821
H 2.9131 1.4089 -1.4082  0.2641
H 1.1055 1.4000 -0.9466  0.2610
H -0.5877 -3.3138 -0.4339  0.2338
H 1.0985 -3.4882 -0.5506  0.2392
H 0.3595 -2.9219 -1.9026  0.2364
H -3.7805 -0.6674 -1.5420  0.2409
H -3.5107 1.0747 -1.5240  0.2245
H -4.4054 0.4908 -0.1978  0.2400
H 1.9944 2.3697 2.3515  0.2397
H 0.8208 2.6810 1.0061  0.2337
H 2.4910 3.3699 1.0858  0.2293

---

[6]
Molecular formula: C2H10N4S
Method: DFT, ωB97M-V/def2-TZVPD

Energy above the lowest of the compared OMol25 structures with the same formula, charge and spin = 52.4 kJ/mol
E_HOMO = -12.83 eV
Kohn-Sham gap = 0.233 Eh
Charge = +2

Each line ends with the natural charge from an NBO analysis.
Cartesian coordinates (Å):
C -18.3016 1.0321 0.0980  0.0044
C 18.8898 -0.9037 -1.1438  -0.5528
N -19.1671 0.3526 -0.5926  -0.2009
N 18.6461 0.4435 0.9030  0.3977
N -20.0144 -0.4070 0.0803  -0.6157
N 18.7544 -0.1554 -0.0117  0.1685
S 13.8614 -0.0142 1.3906  -0.3304
H -18.4868 1.1128 1.1588  0.2174
H -17.4458 1.5854 -0.1754  0.2521
H 17.8974 -0.8110 -1.6249  0.3161
H 19.7332 -0.5615 -1.9039  0.3440
H 19.2702 -1.9139 -0.9485  0.3258
H -19.1530 0.2563 -1.6734  0.4821
H -20.9232 -0.7881 -0.1771  0.4353
H -20.0755 -0.5532 1.0890  0.4253
H 12.8648 -0.0677 2.2540  0.1621
H 13.6503 1.3928 1.2776  0.1689